(1)
Computed, not measured: a structure of composition C35H46AsBrMoN6O4S6Si in a non-equilibrium geometry, with ωB97M-V/def2-TZVPD.

The calculated total energy is -259804.154 eV. The value obtained for the orbital gap (spin up / spin down) is 5.642 / 5.240 eV. As for the molecular weight: 1086.05 g/mol.

The geometry in ORCA input format:
```
! RIJCOSX wB97M-V def2-TZVPD def2/J DEFGRID3
* xyz -2 3
Mo 0.27724 2.02242 0.32273
S 0.40345 6.47811 -3.12366
As 0.94367 4.49194 -2.71878
S 0.94284 4.26382 -0.49280
S -0.01012 2.96979 -3.87236
S 2.85867 3.81851 -3.44647
S 0.29763 0.07629 1.72894
C -0.35634 0.84784 3.16370
N -0.42175 0.12133 4.24617
N -0.90949 0.84518 5.35828
C -0.12761 1.69617 6.06695
C -0.70715 2.58083 6.99685
C 0.08016 3.38258 7.79708
C 1.46860 3.34273 7.70817
C 2.04189 2.48660 6.77588
C 1.27196 1.68411 5.95360
N -0.77961 2.13938 3.11470
N -0.74831 2.70874 1.93427
C -1.35879 3.99161 1.97110
C -1.94031 4.50120 0.81604
C -2.47753 5.77958 0.83335
C -2.44004 6.54368 1.98827
C -1.87716 6.01766 3.14737
C -1.34042 4.74364 3.14523
H -1.89733 1.04676 5.31827
H -1.78790 2.63114 7.07002
H -0.39675 4.05638 8.50050
H 2.08378 3.96666 8.34361
H 3.12129 2.44675 6.67880
H 1.72943 1.03047 5.22334
H -2.02189 3.90283 -0.07878
H -2.90752 6.17344 -0.07766
H -2.84359 7.54888 1.98656
H -1.85840 6.60092 4.05993
H -0.91135 4.31355 4.04076
C 2.96089 0.26822 -2.64929
C 4.14092 0.04188 -1.96583
C 4.24487 0.46050 -0.64832
C 3.15650 1.06939 -0.04456
N 1.97772 1.19843 -0.69235
C 1.89543 0.83928 -1.97663
C 3.23181 1.76464 1.25264
C 4.37290 1.79549 2.04311
C 4.39459 2.62190 3.15337
C 3.28953 3.40924 3.43062
C 2.17364 3.29978 2.61799
N 2.13572 2.47933 1.57369
H 2.84806 0.02574 -3.69618
H 4.98600 -0.41992 -2.45967
H 5.16979 0.34303 -0.10374
H 0.94866 1.02893 -2.46708
H 5.23107 1.19176 1.78874
H 5.27291 2.66070 3.78461
H 3.26625 4.08530 4.27166
H 1.28128 3.88018 2.80772
O -2.83852 0.04080 -1.35359
S -2.72302 1.32067 -0.69011
O -2.91016 1.29006 0.74157
O -1.06645 1.66596 -0.86660
O -3.32628 2.43300 -1.38103
C -2.35251 -1.46453 -3.99933
C -2.46520 -2.88574 -3.41869
C -2.88449 -3.85476 -4.53630
C -3.60064 -2.80773 -2.38597
Si -0.83684 -3.42966 -2.56959
Br -0.07524 -1.67973 -1.42071
C 0.58918 -3.86816 -3.81432
C 0.42315 -5.26942 -4.42044
C 0.62061 -2.84937 -4.96267
C 1.97968 -3.80483 -3.16330
C -1.10256 -4.80710 -1.24081
C 0.24301 -5.36431 -0.75505
C -1.81024 -4.25118 0.00649
C -1.93224 -5.98149 -1.78019
H -3.31845 -1.19925 -4.44103
H -1.60129 -1.37169 -4.77742
H -2.14251 -0.73202 -3.21589
H -3.88129 -3.56785 -4.88718
H -2.93739 -4.89434 -4.20771
H -2.21403 -3.80459 -5.39496
H -4.49279 -2.41931 -2.88762
H -3.35813 -2.11504 -1.57780
H -3.85781 -3.78324 -1.97041
H -0.53046 -5.39874 -4.93265
H 0.50657 -6.05010 -3.66365
H 1.21879 -5.44130 -5.15401
H -0.24133 -2.93876 -5.62139
H 1.51583 -3.02346 -5.56952
H 0.66347 -1.82360 -4.59442
H 2.11778 -4.54260 -2.37596
H 2.17958 -2.82185 -2.73834
H 2.73134 -3.99927 -3.93607
H 0.91032 -4.57086 -0.41693
H 0.75212 -5.94646 -1.52419
H 0.06137 -6.03122 0.09383
H -1.23131 -3.46028 0.48102
H -1.92313 -5.06453 0.73169
H -2.79967 -3.85086 -0.20170
H -1.48903 -6.43611 -2.66810
H -2.95054 -5.68280 -2.02956
H -1.99894 -6.75764 -1.00986
*
```


(2)
Computed, not measured: a structure of composition C40H52FeI2N3O2P2 in a non-equilibrium geometry, with ωB97M-V/def2-TZVPD.

The calculated total energy is -120056.633 eV. The value obtained for the orbital gap (spin up / spin down) is 6.880 / 5.869 eV. As for the molecular weight: 978.48 g/mol.

The geometry in ORCA input format:
```
! RIJCOSX wB97M-V def2-TZVPD def2/J DEFGRID3
* xyz 0 6
Fe 1.39842 -0.34243 -0.14759
C -1.54113 2.95284 -1.13863
C -0.23116 3.11849 -1.91441
C -0.53241 3.91594 -3.18491
P 0.69959 1.44512 -2.08834
C 1.47313 1.78491 -3.77372
C 1.92594 0.59706 -4.61835
C 2.59904 2.81737 -3.62212
C -0.69907 0.35886 -2.52751
C -1.33687 0.27578 -3.75906
C -2.39154 -0.60441 -3.96690
C -3.14836 -0.62099 -5.26788
C -2.74932 -1.45222 -2.92157
C -2.16218 -1.34582 -1.67371
C -1.17006 -0.38944 -1.43506
N -0.61656 -0.09975 -0.17606
C -1.42176 0.26880 0.87423
C -2.83362 0.22111 0.83936
C -3.59739 0.68100 1.88960
C -3.01615 1.24618 3.02321
C -3.87114 1.73761 4.16192
C -1.63645 1.35575 3.04412
C -0.83172 0.88170 2.00902
P 0.97441 1.09373 1.92929
C 1.06677 2.76440 1.06958
C 0.42771 3.94369 1.79530
C 2.46277 3.12448 0.55918
C 1.36669 1.65188 3.69203
C 2.85969 1.92700 3.88363
C 0.84797 0.76299 4.82075
H -1.94387 3.93753 -0.89021
H -1.42859 2.39868 -0.20908
H -2.27929 2.43041 -1.74926
H 0.44751 3.73738 -1.31653
H -1.18561 3.36833 -3.86742
H 0.36369 4.23036 -3.71735
H -1.06632 4.82044 -2.88462
H 0.65875 2.25254 -4.32410
H 1.07694 0.02477 -4.98627
H 2.60158 -0.06549 -4.08243
H 2.47032 0.98130 -5.48589
H 3.54063 2.32532 -3.38874
H 2.39348 3.53674 -2.82518
H 2.72503 3.36968 -4.55626
H -1.01989 0.90951 -4.57999
H -2.63517 -0.04313 -6.03558
H -4.14012 -0.18617 -5.12506
H -3.28491 -1.64038 -5.63212
H -3.50884 -2.20838 -3.08780
H -2.46657 -2.00782 -0.87279
H -3.32786 -0.15898 -0.04078
H -4.67849 0.62468 1.82124
H -4.66613 2.39002 3.79649
H -3.28164 2.28792 4.89475
H -4.34871 0.89909 4.67438
H -1.18666 1.85314 3.89415
H 0.45174 2.54918 0.19934
H 1.07136 4.32792 2.58883
H -0.54650 3.68538 2.21326
H 0.27480 4.75738 1.08138
H 3.14534 3.37810 1.36901
H 2.39760 3.99908 -0.09484
H 2.90925 2.31398 -0.01838
H 0.84369 2.60485 3.76032
H 3.04725 2.19746 4.92530
H 3.20744 2.74917 3.26121
H 3.46396 1.04917 3.65413
H 0.54410 1.38310 5.66790
H 1.62671 0.09645 5.17196
H -0.00651 0.16266 4.52961
C 0.86433 -2.77166 -3.96894
C 0.27095 -3.45500 -2.78187
N -0.47394 -4.51621 -2.96028
C -0.97759 -5.17747 -1.90491
C -0.76981 -4.79307 -0.60580
C -1.28502 -5.67446 0.50326
O -0.34275 -6.67690 0.87463
C -0.00678 -3.62235 -0.37430
C 0.29233 -3.19287 0.94893
N 0.86173 -2.09061 1.32225
C 1.24514 -2.14948 2.68985
C 0.42199 -2.65429 3.69878
C 0.95767 -2.98455 4.93262
C 2.30862 -2.79414 5.19045
C 3.12359 -2.22193 4.22211
C 2.58593 -1.89766 2.98986
I 3.62891 -1.15962 1.32182
C 0.55498 -2.93019 -1.47517
O 1.33090 -1.91277 -1.31637
H 0.19023 -2.83529 -4.82124
H 1.81195 -3.24578 -4.23736
H 1.06689 -1.73730 -3.71763
H -1.55764 -6.06602 -2.12919
H -2.16130 -6.21867 0.15402
H -1.58628 -5.09062 1.37967
H 0.52503 -6.27409 0.97780
H 0.08406 -3.92421 1.72897
H -0.63210 -2.80835 3.49709
H 0.31224 -3.39772 5.69699
H 2.72512 -3.07615 6.14870
H 4.17705 -2.05822 4.41193
I 3.87883 0.01467 -1.50457
*
```


(3)
Computed, not measured: a structure of composition C64H79N4O2PPb, with ωB97M-V/def2-TZVPD.

The calculated total energy is -92244.862 eV. The value obtained for the orbital gap is 5.246 eV. As for the molecular weight: 1174.54 g/mol.

The geometry in ORCA input format:
```
! RIJCOSX wB97M-V def2-TZVPD def2/J DEFGRID3
* xyz -2 1
Pb 0.39617 0.57502 -0.72632
C 1.17184 0.86351 3.05781
N -0.06510 0.23247 2.62571
C -1.15970 0.63759 3.48322
C 0.04271 -1.21453 2.49989
C -1.04180 -1.77755 1.58872
N -0.82024 -1.65951 0.13299
C 0.09212 -2.70928 -0.37967
C 1.53946 -2.87334 0.08938
C 1.97181 -4.18872 0.15507
C 3.28355 -4.55352 0.44914
C 4.19204 -3.51542 0.62744
C 3.84222 -2.16756 0.55288
C 2.47532 -1.81817 0.34797
O 2.08015 -0.59964 0.52104
C 4.93372 -1.11365 0.84660
C 5.08218 -1.00043 2.37383
C 4.64371 0.29220 0.28789
C 6.29127 -1.52471 0.26162
C 3.66032 -6.02816 0.57672
C 2.79846 -6.69066 1.66383
C 5.12708 -6.22006 0.96317
C 3.41811 -6.75090 -0.75774
C -2.15722 -1.86820 -0.50393
C -2.53141 -1.31929 -1.86623
C -3.27082 -2.11232 -2.73688
C -3.83122 -1.60822 -3.91074
C -3.55643 -0.26939 -4.20579
C -2.86616 0.58223 -3.35459
C -2.42191 0.07547 -2.09971
O -1.95442 0.84927 -1.16809
C -2.64050 2.05411 -3.71965
C -1.14787 2.42060 -3.59965
C -3.44899 2.96711 -2.78225
C -3.06938 2.35224 -5.15781
C -4.73546 -2.46230 -4.81158
C -3.92060 -3.50781 -5.58177
C -5.79444 -3.18175 -3.96343
C -5.47978 -1.60725 -5.84394
H 1.42444 0.60663 4.10455
H 1.06576 1.94861 2.98021
H 1.98440 0.54705 2.40486
H -1.07409 0.18471 4.49098
H -2.12579 0.35515 3.06345
H -1.16371 1.72288 3.58605
H -0.05173 -1.70765 3.48610
H 1.02552 -1.44889 2.10813
H -1.95547 -1.23401 1.81539
H -1.22452 -2.83527 1.84130
H 0.11454 -2.56123 -1.45883
H -0.39194 -3.68197 -0.19456
H 1.23835 -4.96935 -0.04332
H 5.22412 -3.76017 0.84444
H 4.12705 -0.70664 2.81790
H 5.83524 -0.24822 2.63612
H 5.38057 -1.96044 2.80666
H 3.84754 0.77980 0.84007
H 4.34016 0.25147 -0.76255
H 5.55149 0.90143 0.36694
H 6.67041 -2.46620 0.66697
H 7.02628 -0.74981 0.49867
H 6.23499 -1.60543 -0.82219
H 2.97070 -6.20382 2.62747
H 3.04184 -7.75555 1.76057
H 1.73558 -6.59993 1.42993
H 5.36430 -5.70329 1.89701
H 5.79991 -5.85131 0.18376
H 5.32875 -7.28587 1.10450
H 2.35680 -6.73638 -1.01972
H 3.74489 -7.79638 -0.70163
H 3.96759 -6.25423 -1.56239
H -2.87823 -1.41958 0.18080
H -2.35469 -2.95133 -0.51051
H -3.40898 -3.16147 -2.47828
H -3.92007 0.13397 -5.14100
H -0.85514 2.48503 -2.55261
H -0.96199 3.39890 -4.05540
H -0.51700 1.67482 -4.08995
H -3.16665 2.78706 -1.74529
H -4.52338 2.78342 -2.89512
H -3.25005 4.01882 -3.01957
H -2.51314 1.74017 -5.87330
H -2.85829 3.40281 -5.37522
H -4.14145 2.18924 -5.31203
H -3.38272 -4.16507 -4.90050
H -3.18366 -3.01540 -6.22452
H -4.57193 -4.12606 -6.21245
H -5.33617 -3.85674 -3.23738
H -6.46437 -3.77035 -4.60113
H -6.39025 -2.45233 -3.40817
H -4.78984 -1.16007 -6.56485
H -6.04194 -0.80389 -5.36130
H -6.18162 -2.23650 -6.40112
C 3.25415 5.69029 -1.19176
C 1.99795 6.21948 -0.89477
C 0.99763 5.43656 -0.34413
C 1.20343 4.06095 -0.04971
C 2.47835 3.54353 -0.38842
C 3.46993 4.33874 -0.94013
N 0.24231 3.21990 0.42977
C -0.71927 3.67317 1.29015
C -0.48003 4.63880 2.30489
C -1.46836 5.01919 3.19930
C -2.74784 4.47007 3.13556
C -2.99707 3.50926 2.15575
C -2.01698 3.10945 1.26457
H 4.03483 6.31167 -1.61506
H 1.79143 7.26330 -1.11360
H 0.02303 5.86600 -0.14739
H 2.66897 2.49321 -0.19535
H 4.43375 3.89519 -1.17039
H 0.50949 5.07387 2.38498
H -1.23638 5.75336 3.96626
H -3.52426 4.78023 3.82454
H -3.98365 3.05904 2.08940
H -2.22732 2.35488 0.51267
N 1.05639 -0.70859 -2.68771
P 1.28345 -1.69031 -3.82439
C 2.96423 -1.92165 -4.58029
C 3.12239 -2.44139 -5.86500
C 4.34737 -2.94328 -6.28071
C 5.43086 -2.94489 -5.40930
C 5.29100 -2.40882 -4.13702
C 4.06374 -1.89118 -3.72799
C 0.95714 -3.51159 -3.53696
C -0.35339 -3.92266 -3.27553
C -0.63623 -5.23345 -2.90994
C 0.38166 -6.17203 -2.81485
C 1.68827 -5.77821 -3.06025
C 1.97344 -4.45998 -3.39619
C 0.34477 -1.26742 -5.36668
C 0.76454 -0.06413 -5.95253
C 0.07650 0.49870 -7.01591
C -1.06805 -0.12213 -7.50692
C -1.50415 -1.30362 -6.92971
C -0.80193 -1.87322 -5.87112
H 2.27250 -2.47193 -6.53801
H 4.45362 -3.35578 -7.27822
H 6.37724 -3.37419 -5.72065
H 6.12552 -2.42162 -3.44723
H 3.92734 -1.51334 -2.71755
H -1.15258 -3.19167 -3.29557
H -1.65137 -5.52831 -2.68132
H 0.15993 -7.19394 -2.52817
H 2.49633 -6.49666 -2.98512
H 3.01102 -4.18394 -3.53615
H 1.63265 0.43936 -5.54082
H 0.42099 1.42695 -7.45644
H -1.62501 0.32390 -8.32308
H -2.39989 -1.78961 -7.30102
H -1.15852 -2.80308 -5.45019
*
```


(4)
Computed, not measured: a structure of composition C25H21IrN2PS2Se2, with ωB97M-V/def2-TZVPD.

The calculated total energy is -193731.938 eV. The value obtained for the orbital gap is 7.023 eV. As for the molecular weight: 794.70 g/mol.

The geometry in ORCA input format:
```
! RIJCOSX wB97M-V def2-TZVPD def2/J DEFGRID3
* xyz 1 1
Ir -0.27568 0.99690 0.89368
Se -0.32678 -1.42584 0.55270
P 1.73376 -1.29880 -0.19846
Se 1.95773 0.88806 0.04962
C 1.89987 -1.82289 -1.90733
C 1.93026 -0.90834 -2.95503
C 2.00686 -1.36738 -4.26171
C 2.03868 -2.72970 -4.51941
C 1.99993 -3.64327 -3.47311
C 1.93547 -3.19477 -2.16557
C 2.90199 -2.25206 0.76060
C 2.59127 -2.64328 2.06021
C 3.54517 -3.30748 2.81567
C 4.79632 -3.57218 2.27910
C 5.10720 -3.17637 0.98293
C 4.16290 -2.51591 0.21783
H 1.90403 0.15402 -2.75045
H 2.04632 -0.65895 -5.07814
H 2.09814 -3.08382 -5.53996
H 2.02620 -4.70515 -3.67644
H 1.91832 -3.90781 -1.35014
H 1.61901 -2.42943 2.48451
H 3.30659 -3.61323 3.82517
H 5.53718 -4.09116 2.87281
H 6.08477 -3.38518 0.57013
H 4.40256 -2.21188 -0.79362
S 0.26239 1.37077 3.04948
C 0.31544 -0.16767 3.75345
N 0.36378 -1.18608 4.29408
N -0.34010 3.10156 0.71812
S -1.82729 3.73974 0.80107
C -2.51525 3.46840 -0.82082
C -1.70040 3.04975 -1.85794
C -2.26960 2.85917 -3.11108
C -3.62190 3.09438 -3.30711
C -4.42105 3.52670 -2.25459
C -3.86921 3.71961 -0.99953
C -2.66053 2.46787 1.72991
C -2.80458 1.19441 1.15493
C -3.10257 0.12246 1.99495
C -3.25986 0.32160 3.36129
C -3.14737 1.59375 3.89692
C -2.83434 2.67925 3.08077
H 0.31456 3.71099 1.19605
H -0.64410 2.88863 -1.68613
H -1.65022 2.53177 -3.93505
H -4.05760 2.94664 -4.28595
H -5.47373 3.71671 -2.41260
H -4.48671 4.05429 -0.17408
H -2.84071 1.07477 0.07783
H -3.23493 -0.86429 1.56986
H -3.47680 -0.51955 4.00502
H -3.27932 1.74664 4.95946
H -2.68605 3.66367 3.50608
*
```